Here is a molecular structure, C30H33EuN8OPSe2 at a distorted geometry from the OMol25 dataset. Energies are from ωB97M-V with the def2-TZVPD basis set.

* multiplicity: 8
* LUMO level (spin up / spin down): -0.15 / -0.15 eV
* HOMO-LUMO gap (spin up / spin down): 5.61 / 6.75 eV
* HOMO (spin up / spin down): -5.76 / -6.90 eV

Positions of all 76 atoms, in Å:
Eu (0.260, -0.260, 1.018)
C (0.485, -4.660, -0.947)
C (0.019, -3.455, -0.180)
N (0.920, -2.664, 0.362)
N (2.166, -2.922, 0.201)
C (3.012, -1.937, 0.623)
O (2.689, -0.738, 0.951)
C (4.453, -2.278, 0.549)
C (5.387, -1.550, 1.291)
C (6.724, -1.902, 1.241)
C (7.158, -2.935, 0.395)
C (6.206, -3.706, -0.312)
C (4.861, -3.315, -0.275)
C (-1.408, -3.079, 0.023)
C (-2.361, -4.074, -0.195)
C (-3.713, -3.726, -0.080)
C (-4.130, -2.403, 0.227)
C (-3.090, -1.506, 0.433)
N (-1.803, -1.859, 0.428)
H (1.474, -4.892, -0.519)
H (0.583, -4.482, -2.020)
H (-0.184, -5.537, -0.813)
H (5.010, -0.748, 1.962)
H (7.502, -1.371, 1.815)
H (8.225, -3.085, 0.233)
H (6.387, -4.571, -0.916)
H (4.200, -3.869, -0.904)
H (-2.118, -5.042, -0.522)
H (-4.447, -4.464, -0.213)
H (-5.183, -2.125, 0.339)
H (-3.276, -0.439, 0.601)
C (-0.437, 4.303, 3.509)
N (-0.112, 3.152, 4.376)
C (0.261, 3.422, 5.783)
C (0.046, 1.886, 3.850)
N (-0.250, 1.570, 2.601)
N (0.352, 0.837, 4.780)
C (0.350, -0.545, 4.501)
N (0.533, -1.270, 5.623)
N (0.246, -1.036, 3.299)
H (0.231, 5.177, 3.753)
H (-1.475, 4.631, 3.591)
H (-0.254, 4.005, 2.467)
H (0.193, 4.521, 5.929)
H (1.303, 3.157, 5.999)
H (-0.408, 2.890, 6.495)
H (-0.561, 2.408, 2.020)
H (0.590, 1.103, 5.744)
H (0.453, -0.799, 6.539)
H (0.366, -2.247, 5.636)
H (0.297, -2.068, 3.342)
Se (-1.912, 2.267, -0.281)
P (-1.172, 1.654, -2.299)
Se (0.703, 0.417, -2.162)
C (-2.528, 0.886, -3.109)
C (-3.729, 1.580, -3.273)
C (-4.744, 0.920, -4.002)
C (-4.542, -0.351, -4.525)
C (-3.339, -1.030, -4.378)
C (-2.352, -0.415, -3.632)
C (-0.822, 3.105, -3.335)
C (0.179, 2.997, -4.254)
C (0.537, 4.092, -5.083)
C (-0.112, 5.293, -4.952)
C (-1.089, 5.424, -3.947)
C (-1.445, 4.372, -3.127)
H (-3.880, 2.595, -2.901)
H (-5.723, 1.349, -4.183)
H (-5.418, -0.801, -4.929)
H (-3.197, -2.003, -4.766)
H (-1.440, -0.955, -3.464)
H (0.811, 2.113, -4.350)
H (1.371, 4.008, -5.797)
H (0.039, 6.101, -5.672)
H (-1.680, 6.332, -3.826)
H (-2.252, 4.546, -2.383)

=====

Here is a molecular structure, C15H17N2O5SW from the OMol25 dataset. Energies are from ωB97M-V with the def2-TZVPD basis set.

* multiplicity: 3
* LUMO level (spin up / spin down): -4.92 / -6.08 eV
* HOMO-LUMO gap (spin up / spin down): 5.44 / 4.28 eV
* total charge: +1
* HOMO (spin up / spin down): -10.36 / -10.36 eV

Positions of all 41 atoms, in Å:
W (0.391, 1.653, -0.070)
N (-0.440, 3.652, -0.779)
C (0.711, 4.255, -1.572)
C (1.674, 3.147, -1.192)
O (2.046, 3.109, 0.014)
O (1.491, 2.037, -1.809)
H (-1.293, 3.623, -1.330)
H (-0.632, 4.248, 0.024)
H (0.979, 5.236, -1.196)
H (0.480, 4.265, -2.631)
N (-0.793, 0.279, -1.264)
C (0.015, -0.950, -1.223)
C (-0.446, -2.148, -1.730)
C (0.263, -3.305, -1.433)
C (1.406, -3.251, -0.644)
C (1.917, -2.035, -0.213)
C (1.196, -0.893, -0.500)
S (2.109, -4.768, 0.065)
O (3.501, -4.428, 0.249)
O (1.807, -5.778, -0.918)
O (1.315, -4.813, 1.281)
H (-0.933, 0.590, -2.226)
H (-1.716, 0.077, -0.874)
H (-1.365, -2.190, -2.304)
H (-0.077, -4.276, -1.771)
H (2.829, -2.029, 0.372)
H (1.620, 0.032, -0.041)
C (0.733, 1.496, 2.026)
C (-0.518, 0.752, 1.911)
C (-1.668, 1.484, 1.532)
C (-2.860, 0.820, 1.200)
C (-2.898, -0.559, 1.224)
C (-1.763, -1.302, 1.596)
C (-0.590, -0.665, 1.919)
H (1.616, 0.928, 2.308)
H (0.679, 2.463, 2.521)
H (-1.683, 2.559, 1.689)
H (-3.752, 1.389, 0.973)
H (-3.819, -1.077, 0.988)
H (-1.808, -2.383, 1.630)
H (0.282, -1.244, 2.198)

=====

Here is a molecular structure, C22H18BrCaN8O3S from the OMol25 dataset. Energies are from ωB97M-V with the def2-TZVPD basis set.

* multiplicity: 1
* LUMO level: 2.20 eV
* HOMO-LUMO gap: 7.22 eV
* total charge: -1
* HOMO: -5.03 eV

Positions of all 54 atoms, in Å:
Ca (0.006, -0.376, 0.534)
O (2.089, -0.572, 1.326)
C (2.677, -1.287, 2.218)
C (3.976, -1.807, 1.982)
C (4.633, -2.591, 2.903)
C (4.038, -2.919, 4.125)
C (2.770, -2.430, 4.382)
C (2.083, -1.627, 3.468)
C (0.750, -1.119, 3.828)
N (-0.255, -0.829, 3.021)
C (-1.302, -0.427, 3.820)
C (-0.936, -0.484, 5.126)
N (0.378, -0.906, 5.119)
H (4.436, -1.556, 1.034)
H (5.625, -2.963, 2.672)
H (4.543, -3.554, 4.840)
H (2.277, -2.715, 5.306)
H (-2.250, -0.137, 3.396)
H (-1.462, -0.249, 6.034)
H (0.985, -0.993, 5.913)
N (-2.107, 1.533, -1.863)
N (-1.171, 1.193, -2.853)
C (0.080, 0.640, -2.507)
O (0.706, 0.120, -3.440)
O (0.479, 0.791, -1.307)
H (-2.782, 0.791, -1.715)
H (-2.597, 2.368, -2.153)
H (-1.536, 0.775, -3.697)
Br (-1.470, 6.241, 2.868)
C (-1.168, 4.466, 2.280)
C (-2.220, 3.715, 1.795)
C (-1.946, 2.422, 1.371)
N (-0.731, 1.882, 1.430)
C (0.264, 2.624, 1.917)
C (0.104, 3.930, 2.348)
H (-3.223, 4.111, 1.743)
H (-2.740, 1.798, 0.983)
H (1.238, 2.146, 1.961)
H (0.940, 4.500, 2.723)
N (1.402, -5.503, -5.207)
C (1.193, -4.805, -4.319)
C (0.932, -3.940, -3.189)
C (-0.198, -4.151, -2.401)
C (-0.405, -3.300, -1.337)
N (0.433, -2.303, -1.030)
C (1.502, -2.103, -1.795)
C (1.793, -2.903, -2.893)
H (-0.893, -4.948, -2.622)
H (-1.278, -3.398, -0.703)
H (2.131, -1.262, -1.537)
H (2.651, -2.692, -3.513)
S (-4.935, -0.061, 0.593)
C (-3.409, -0.670, 0.493)
N (-2.313, -1.063, 0.385)

=====

The records above give, respectively, DFT total energy values of -204927.231; -41699.277; -140493.566 eV.
The records above give, respectively, energy relative to the best compared isomer or geometry (same formula, charge and spin) values of 0.0; 11.5; 38.4 kJ/mol.